A molecular structure, C23H62BNO19S6Si2, computed with ωB97M-V/def2-TZVPD.

Each line ends with the Mulliken charge.
Cartesian coordinates (Å):
C1 4.07457 -5.23493 -1.01748  -0.525
C2 2.64043 -4.94678 -1.81753  -0.004
B1 1.66864 -4.10158 -0.77285  0.383
O1 1.21119 -4.87348 0.43645  -0.533
Si1 1.12504 -2.23718 -1.04468  0.408
S1 0.55846 -2.07058 -3.12325  -0.387
N1 -0.17693 -1.82431 0.13005  -0.087
C3 -1.42820 -2.12514 -0.34786  0.224
C4 -2.08851 -3.59766 0.09158  -1.105
C5 -2.38193 -1.16645 -1.27561  -0.651
O2 2.45994 -1.09007 -0.70928  -0.377
Si2 3.75878 -1.28368 -1.87650  0.215
O3 3.46084 -0.48860 -3.43640  -0.614
C6 5.30595 -0.34042 -1.11764  -0.725
C7 6.04176 -1.38212 -0.06781  0.576
C8 7.41628 -1.99485 -0.76780  -0.918
O4 6.37201 -0.67131 1.18529  -0.571
H1 4.28891 -6.37273 -0.84516  0.291
H2 3.95737 -4.74196 0.06123  0.111
H3 4.98931 -4.65190 -1.51586  0.026
H4 2.22576 -5.99984 -2.11620  0.342
H5 2.93733 -4.34197 -2.78147  -0.162
H6 1.80092 -4.64880 1.21471  0.309
H7 1.17429 -3.04714 -3.92395  0.138
H8 -2.92369 -3.31408 0.89599  0.321
H9 -2.65085 -4.11842 -0.79269  0.355
H10 -1.32178 -4.28475 0.65685  0.222
H11 -2.38688 -0.10241 -0.78200  0.102
H12 -2.05636 -1.07691 -2.39686  0.249
H13 -3.49417 -1.59869 -1.27581  0.326
H14 4.20711 -2.65395 -2.08347  0.059
H15 3.39678 -1.20131 -4.14598  0.332
H16 6.03022 0.02644 -1.99292  0.260
H17 4.91465 0.61636 -0.53198  0.300
H18 5.33249 -2.29056 0.23612  0.004
H19 8.13825 -2.30543 0.11824  0.351
H20 7.89355 -1.10718 -1.39140  0.243
H21 7.14236 -2.93379 -1.41820  0.139
H22 6.83953 -1.31551 1.79403  0.330
O5 -4.38179 0.90204 0.42691  -0.527
S2 -4.87449 1.71773 1.51559  1.144
O6 -6.27279 1.73936 1.88856  -0.635
O7 -4.36647 3.25156 1.30255  -0.246
C9 -4.64073 3.89497 0.06666  -0.122
C10 -6.07443 4.38673 0.00582  -1.129
C11 -3.91229 1.36684 2.96564  -0.740
H23 -4.41188 3.23529 -0.77684  0.147
H24 -3.96512 4.75406 -0.00295  0.290
H25 -6.77568 3.54743 -0.02846  0.308
H26 -6.23565 4.99927 -0.88561  0.388
H27 -6.32083 4.97747 0.89385  0.301
H28 -2.85306 1.41241 2.70663  0.374
H29 -4.17133 0.36271 3.30900  0.455
H30 -4.15598 2.09843 3.73800  0.042
O8 -3.68202 -0.79279 4.99639  -0.646
S3 -2.71958 -1.80426 5.37581  1.211
O9 -3.09264 -3.19073 5.55843  -0.632
O10 -1.91372 -1.30094 6.69996  -0.282
C12 -2.65912 -0.90416 7.84170  -0.258
C13 -3.14970 -2.10603 8.62646  -1.058
C14 -1.35159 -1.73529 4.24646  -0.840
H31 -3.49014 -0.24992 7.55812  0.287
H32 -1.98597 -0.31533 8.47373  0.286
H33 -3.90292 -2.66280 8.06078  0.298
H34 -3.59994 -1.79263 9.57246  0.390
H35 -2.32639 -2.79672 8.83483  0.271
H36 -1.02224 -0.69898 4.15295  0.308
H37 -1.69268 -2.10899 3.27833  0.202
H38 -0.54656 -2.36682 4.62625  0.393
O11 4.84397 -3.53904 -5.04658  -0.333
S4 5.52190 -3.86602 -6.28224  1.052
O12 6.21915 -5.12064 -6.46814  -0.602
O13 6.52786 -2.64558 -6.67553  -0.324
C15 7.47822 -2.20913 -5.71482  0.041
C16 8.67250 -3.14251 -5.65531  -1.084
C17 4.38186 -3.65305 -7.62632  -1.010
H39 7.01432 -2.09578 -4.72944  0.018
H40 7.81636 -1.21587 -6.02852  0.296
H41 8.38805 -4.11774 -5.24869  0.283
H42 9.45752 -2.72590 -5.01811  0.408
H43 9.08032 -3.31634 -6.65619  0.290
H44 3.89820 -2.67955 -7.52880  0.297
H45 3.63652 -4.44946 -7.56745  0.373
H46 4.92803 -3.72370 -8.56858  0.358
O14 -4.46151 4.07044 -3.21501  -0.588
S5 -3.49289 3.55333 -4.15719  1.201
O15 -2.32623 4.31190 -4.55503  -0.634
O16 -4.27151 3.05032 -5.49766  -0.292
C18 -5.14110 3.95601 -6.16112  -0.309
C19 -4.36559 4.94424 -7.01141  -0.984
C20 -2.95942 1.95449 -3.59979  -1.172
H47 -5.78860 4.47223 -5.44467  0.291
H48 -5.78989 3.35836 -6.81011  0.280
H49 -3.78163 5.62610 -6.38579  0.287
H50 -5.04478 5.54416 -7.62350  0.390
H51 -3.66042 4.42350 -7.66705  0.261
H52 -3.83760 1.35296 -3.35872  0.369
H53 -2.34476 2.09469 -2.70772  0.409
H54 -2.36930 1.48339 -4.38781  0.492
O17 -3.55603 4.85284 7.73556  -0.672
S6 -2.87810 4.52587 6.49991  1.242
O18 -2.18085 3.27124 6.31400  -0.549
O19 -1.87214 5.74630 6.10661  -0.275
C21 -0.92178 6.18275 7.06732  -0.356
C22 0.27250 5.24938 7.12683  -0.963
C23 -4.01814 4.73883 5.15582  -0.999
H55 -1.38568 6.29610 8.05270  0.324
H56 -0.58364 7.17601 6.75362  0.270
H57 -0.01195 4.27414 7.53345  0.274
H58 1.05752 5.66599 7.76403  0.383
H59 0.68032 5.07554 6.12595  0.262
H60 -4.50180 5.71234 5.25335  0.418
H61 -4.76348 3.94242 5.21469  0.371
H62 -3.47197 4.66819 4.21356  0.274

Summary:
**Charge**: 0
**Frontier orbital gap**: 8.366 eV
**E**: -146689.8650 eV

=====

8 unconnected molecules or ions with the total composition C23H62F3N4O13S, computed with ωB97M-V/def2-TZVPD.

Each line ends with the Mulliken charge.
Cartesian coordinates (Å):
C1 -0.15447 -0.18233 -0.02867  0.165
F1 -1.44833 0.05456 0.14469  -0.136
F2 0.15993 -1.32308 0.61416  0.026
F3 0.19725 -0.37872 -1.29504  -0.221
S1 0.84110 1.29481 0.69404  0.874
O1 0.60100 2.32334 -0.30513  -0.938
O2 0.35233 1.50107 2.05444  -0.909
O3 2.21990 0.81576 0.63580  0.243
C2 -2.40334 3.31505 -1.85759  0.448
C3 -1.37571 2.62092 -2.74371  -0.018
O4 -0.15068 3.32458 -2.77786  -0.646
O5 -2.74234 4.61475 -2.39573  -0.592
H1 -1.98270 3.58560 -0.88982  -0.348
H2 -3.26293 2.64655 -1.76751  0.223
H3 -1.71248 2.54927 -3.78073  0.476
H4 -1.26474 1.58808 -2.39336  -0.257
H5 0.31569 3.09497 -1.95298  0.566
H6 -2.40821 5.26686 -1.78309  0.338
C4 3.45033 -1.59175 -1.05980  0.733
C5 4.17187 -2.50763 -2.04539  -0.736
O6 4.05656 -2.00354 -3.36881  -0.523
O7 4.04318 -0.33360 -1.07762  -0.593
H7 3.48072 -2.16447 -0.12277  0.058
H8 2.42277 -1.51619 -1.42610  -0.284
H9 3.75848 -3.51687 -1.94748  0.369
H10 5.23609 -2.54364 -1.78465  0.339
H11 4.24510 -2.69000 -4.01131  0.275
H12 3.59116 0.28756 -0.47163  0.235
C6 1.86635 -0.59515 4.58115  -0.495
C7 2.91451 -1.03676 3.54006  -0.166
O8 3.63296 0.01469 2.92734  -0.661
O9 0.59217 -0.37664 4.01871  -0.535
H13 2.25716 0.27773 5.11969  0.276
H14 1.73141 -1.35116 5.35897  0.428
H15 2.57019 -1.75373 2.79264  0.021
H16 3.65661 -1.56923 4.14619  0.385
H17 3.14036 0.37916 2.17106  0.013
H18 0.62940 0.29260 3.31401  0.452
C8 0.49391 -4.81051 -0.01505  -0.960
C9 -0.31877 -4.88912 1.28737  0.227
C10 0.54366 -4.59054 2.53319  -0.158
O10 1.66554 -5.42673 2.68555  -0.350
C11 1.31933 -6.77994 2.85098  -0.691
N1 -1.41854 -3.89839 1.07095  -0.710
H19 1.05968 -5.75066 -0.06756  0.396
H20 1.20129 -3.98396 -0.05924  0.025
H21 -0.14795 -4.85950 -0.89150  0.351
H22 -0.75975 -5.88579 1.31545  0.424
H23 -0.06951 -4.60752 3.44616  0.356
H24 0.81532 -3.53162 2.53155  -0.113
H25 0.87107 -7.13741 1.91344  0.251
H26 0.63383 -6.89919 3.69381  0.303
H27 2.18138 -7.44129 2.93433  0.275
H28 -1.93418 -3.78230 1.95089  0.313
H29 -0.89807 -3.01672 1.09597  0.067
C12 6.17633 2.74573 -0.20828  -1.744
C13 4.74857 2.95563 0.32105  1.786
C14 4.63405 4.28094 1.04652  -1.182
O11 3.34548 4.55833 1.56191  -0.299
C15 2.98852 3.73953 2.65795  -0.298
N2 3.77827 2.94522 -0.82559  -0.572
H30 6.12169 1.86356 -0.85064  0.339
H31 6.77948 2.37491 0.62445  0.382
H32 6.54189 3.58605 -0.79318  0.381
H33 4.48501 2.06995 0.90174  -0.464
H34 4.86390 5.07803 0.33458  0.389
H35 5.40337 4.37401 1.82616  0.387
H36 1.92142 3.83255 2.81927  0.128
H37 3.63284 3.95249 3.52357  0.424
H38 3.26716 2.69093 2.49482  0.075
H39 3.51098 3.92459 -0.88718  0.376
H40 2.90817 2.49573 -0.54818  -0.030
C16 -4.16957 -2.35121 -6.53674  -1.395
C17 -4.13402 -3.32756 -5.36552  0.660
C18 -3.34747 -2.81114 -4.15698  -0.661
O12 -1.97692 -2.96873 -4.36893  -0.410
C19 -1.16652 -2.28181 -3.45174  -0.698
N3 -5.56464 -3.50650 -4.99586  -0.756
H41 -4.85440 -2.65180 -7.32690  0.379
H42 -3.18490 -2.12023 -6.95464  0.322
H43 -4.43397 -1.35082 -6.17888  0.327
H44 -3.78879 -4.30250 -5.72258  0.216
H45 -3.63996 -3.40176 -3.27433  0.261
H46 -3.68422 -1.79969 -3.89642  0.310
H47 -0.13687 -2.57414 -3.67111  0.276
H48 -1.34911 -2.59565 -2.41642  0.327
H49 -1.24236 -1.19994 -3.60131  0.325
H50 -6.02609 -3.73848 -5.86821  0.244
H51 -5.72443 -4.30903 -4.39501  0.245
C20 -2.27683 3.81891 2.61740  -1.219
C21 -3.61481 3.28561 2.15244  0.467
C22 -4.52046 4.20879 1.32684  -0.486
O13 -5.07427 5.31709 2.05131  -0.412
C23 -5.83560 4.97279 3.22318  -0.733
N4 -3.36889 2.07438 1.39533  -0.354
H52 -1.60366 3.99574 1.78316  0.120
H53 -1.87845 3.14747 3.38016  0.353
H54 -2.42631 4.71591 3.22909  0.361
H55 -4.23013 3.07155 3.04110  0.282
H56 -5.24105 3.63574 0.73867  0.431
H57 -3.93616 4.80027 0.61833  0.044
H58 -6.16935 3.93776 3.17797  0.330
H59 -6.67127 5.66330 3.32440  0.246
H60 -5.13756 5.16393 4.04151  0.251
H61 -2.98162 1.31090 1.94547  0.162
H62 -4.18340 1.58040 1.03383  0.214

Summary:
**Charge**: -1
**Frontier orbital gap**: 8.849 eV
**E**: -76420.7423 eV

=====

> What is the formula in the second record?

C23H62F3N4O13S